Formula: C24H40N2O17S2
Source: OMol25
Level of theory: the ωB97M-V functional and the def2-TZVPD basis

Positions of all 85 atoms, in Å:
O: -0.953 -4.329 -1.970
H: 6.001 -4.177 2.543
C: -1.702 5.727 1.086
H: 4.763 -3.540 3.704
O: -3.986 1.669 -3.900
H: -2.739 3.789 -0.668
H: 2.700 -4.700 4.253
O: -2.002 2.652 -4.414
C: 2.028 -4.765 2.322
H: -1.765 6.132 2.096
O: 2.165 3.102 -0.245
H: 1.808 -6.517 -0.226
C: -1.488 -1.329 4.364
O: -1.949 7.855 -1.638
C: -0.993 -1.671 0.682
H: -3.211 3.449 1.024
H: -0.906 0.326 -3.340
C: -3.202 2.825 -3.749
H: -1.037 4.865 1.034
H: -2.559 -1.130 4.393
H: 1.873 1.768 -1.786
H: 3.477 2.750 -3.039
C: 4.945 -4.139 2.811
H: -0.670 -2.183 1.588
C: -0.451 -0.218 4.352
O: -3.467 3.886 -3.169
O: -1.199 6.742 0.260
O: 0.060 -6.646 -1.304
H: 0.848 -1.824 -0.622
H: -1.442 -1.992 3.500
H: 2.919 -5.831 -2.652
C: -3.385 4.087 0.158
C: -3.116 5.501 0.477
C: -1.728 1.332 5.956
O: 3.931 3.841 -1.330
H: -3.772 0.680 -5.656
H: 2.014 -4.640 -1.769
H: -4.420 3.830 -0.071
C: 1.931 -5.618 -2.244
O: -1.422 -6.420 -3.445
H: 0.920 -0.654 0.730
H: -1.558 -2.270 -0.032
O: 0.920 -5.541 -3.255
O: 3.809 4.134 0.908
H: 0.212 1.109 -4.542
N: 1.387 -4.287 1.499
C: -0.722 0.568 -4.386
C: 1.847 2.843 -1.608
C: 1.487 -6.668 -1.257
C: 0.532 3.535 -2.113
H: -3.850 5.882 1.187
H: -0.355 3.020 -1.744
O: -0.216 0.013 -0.798
H: 4.430 -3.691 1.961
C: -0.472 0.564 5.700
H: 0.508 3.574 -3.202
C: -3.260 0.726 -4.695
H: 0.497 -0.721 4.160
H: -0.513 -0.407 -4.827
C: 4.370 -5.503 3.190
H: -0.690 0.430 3.509
C: 3.336 3.745 -0.118
H: 0.374 1.246 5.780
O: -1.017 1.931 0.738
H: 4.683 -6.209 2.420
C: 2.826 -5.388 3.417
O: -3.123 6.261 -0.653
S: -1.477 0.816 -0.040
H: 2.345 -6.320 3.715
O: -1.732 -0.474 1.010
H: 4.885 -5.790 4.107
N: -2.726 1.923 6.185
H: -0.318 -0.222 6.440
C: 0.286 -1.092 -0.041
C: -2.075 7.017 -0.720
O: -2.578 0.970 -0.958
S: -0.563 -5.646 -2.513
H: -3.131 -0.200 -4.134
H: 0.442 4.559 -1.752
H: -1.809 1.479 -6.060
C: 2.999 3.449 -2.354
C: -1.936 1.445 -4.979
H: -1.335 -1.976 5.228
H: 1.867 -7.632 -1.592
H: 2.598 4.314 -2.882

Forces on atoms 1 to 2 (eV/Å):
0.7824 -3.2161 -1.0760
-0.0065 -0.0327 0.3429

For the max |F|, the calculation gives 0.1087 Eh/bohr. Its SMILES is C[C@H]1COC(=O)O1.C[C@H]1COC(=O)O1.C[C@H]1COC(=O)O1.O=S1(=O)OCCO1.O=S1(=O)OCCO1.CCCC#N.CCCC#N. As for the multiplicity: 1. The calculation puts the HOMO energy at -10.0 eV.